1.
Below is the ion C4H7N2O with charge +1 in a non-equilibrium geometry, with properties calculated with the ωB97M-V functional and the def2-TZVPD basis.

XYZ file:
```
14
Properties=species:S:1:pos:R:3:lowdin_charge:R:1
C 0.7818 -1.3106 -0.2847 0.098
C -0.7291 1.0118 0.2145 -0.121
C 0.2240 -1.9326 -1.2560 0.086
C 1.4344 -0.6581 0.8221 -0.204
N -0.3693 0.9206 1.4520 0.033
N -1.6769 1.7929 -0.3401 0.130
O 0.6176 -0.1026 1.8261 -0.093
H 0.3424 -3.0243 -1.5817 0.136
H -0.6643 -1.6611 -2.0220 0.173
H 1.8992 -1.6357 1.2651 0.211
H 2.2834 -0.0440 0.6450 0.137
H -0.7995 1.2790 2.3890 0.228
H -2.0411 1.7507 -1.2189 0.063
H -2.0590 2.5573 0.2212 0.123
```

Results
E: -340.85807 a.u.
Net charge: +1
HOMO level (alpha / beta): -13.214 / -13.213 eV
Relative energy (zero: lowest compared OMol25 entry of this formula, charge and spin): 730.3 kJ/mol
LUMO energy (alpha / beta): -5.90 / -5.90 eV
Kohn-Sham gap (alpha / beta): 7.310 / 7.309 eV

---

2.
Below is a structure of composition C5H15N2O in a non-equilibrium geometry, with properties calculated with the ωB97M-V functional and the def2-TZVPD basis.

XYZ file:
```
23
Properties=species:S:1:pos:R:3:lowdin_charge:R:1
C 0.3118 -1.0083 2.8658 -0.110
C 0.2901 0.3097 2.0789 -0.316
C 1.0354 0.3760 0.7647 -0.108
C 0.7703 -0.5656 -0.8277 -0.081
N -1.3280 -1.5912 -2.7138 0.195
C -1.1391 -0.3170 -2.4345 -0.110
N -0.2460 0.1304 -1.5952 0.068
H 0.0344 -0.8552 3.9103 0.076
H 1.3172 -1.4309 2.8552 0.076
H -0.3666 -1.7578 2.4479 0.070
H 0.7979 1.0683 2.6743 0.118
H -0.7422 0.6487 1.9635 0.104
H 0.4442 -0.6713 0.3505 0.096
H 2.1007 0.2286 0.8044 0.067
H 1.6985 -0.1019 -1.0903 0.124
H 0.8691 -1.6261 -1.0694 0.133
H -0.9467 -2.2954 -2.0998 0.127
H -2.0270 -1.8902 -3.3697 0.136
H -1.6674 0.4179 -3.0319 0.172
H -0.3505 1.1025 -1.2589 0.124
H 0.3523 3.0232 0.0114 0.040
H -0.9415 3.7314 -0.5097 0.060
O -0.2668 3.0744 -0.7262 -0.058
```

Results
E: -383.85273 a.u.
Net charge: +1
HOMO level: -11.355 eV
Relative energy (zero: lowest compared OMol25 entry of this formula, charge and spin): 520.6 kJ/mol
LUMO energy: -3.49 eV
Kohn-Sham gap: 7.864 eV

---

3.
Below is a structure of composition C16H28N2O2 in a non-equilibrium geometry, with properties calculated with the ωB97M-V functional and the def2-TZVPD basis.

XYZ file:
```
48
Properties=species:S:1:pos:R:3:lowdin_charge:R:1
C 5.7543 1.5973 0.1358 -0.112
H 6.8161 1.7620 0.5280 0.080
H 5.2608 2.5880 0.1222 0.055
H 5.9364 1.3783 -1.0321 0.083
C 5.0390 0.2234 0.5622 -0.255
N 3.6787 -0.0882 0.2050 -0.219
C 3.7242 -0.7729 -0.9859 -0.360
C 4.2436 -2.0776 -1.1604 -0.090
H 5.2333 -2.1473 -0.7686 0.075
H 3.6516 -2.6851 -0.3661 0.142
H 4.1588 -2.3725 -1.9966 -0.027
H 4.3755 -0.0052 -1.9399 0.186
H 2.8317 -0.8091 -1.6961 0.144
C 2.7420 1.1375 0.2320 -0.018
C 1.3142 0.4709 -0.0519 -0.100
C 0.2943 1.1248 -0.5386 -0.023
C -0.9077 0.5354 -0.7021 -0.159
C -1.3425 -0.5297 -0.0045 -0.183
C -0.2414 -1.0384 0.5913 -0.034
C 0.9327 -0.6394 0.8627 -0.344
O 1.8021 -1.4060 1.3947 0.118
H 2.6227 -0.9570 1.4275 0.061
H -0.6064 -1.9393 1.2366 0.173
C -2.7630 -0.9933 -0.0342 -0.092
N -3.7196 0.1735 -0.4256 -0.133
C -3.7300 0.6698 1.1116 -0.209
C -4.3187 1.8935 1.0104 -0.164
H -5.3277 2.2693 0.6511 0.106
H -3.8023 2.6044 0.4187 0.060
H -4.2352 2.5211 2.0563 0.146
H -4.4345 0.1849 1.7659 0.130
H -2.8352 0.6479 1.4127 0.055
C -4.9570 -0.3670 -0.7396 -0.244
C -5.7157 -1.7158 -0.1085 -0.013
H -5.9394 -1.4400 0.9620 0.084
H -6.5941 -1.5781 -0.5555 0.009
H -5.0579 -2.4811 -0.3122 0.030
H -5.6507 0.4818 -0.4792 0.117
H -4.8172 -0.6161 -1.7924 0.119
H -2.9676 -1.6632 0.6805 0.082
H -2.7036 -1.6358 -1.0122 0.174
O -1.9679 1.4856 -1.2561 -0.042
H -2.8191 1.0174 -1.2561 -0.017
H 0.5705 1.9238 -1.1630 0.124
H 2.7655 1.8664 -0.6637 0.149
H 2.9705 1.4903 1.1519 0.079
H 5.7590 -0.5751 0.7117 0.099
H 4.9772 0.4858 1.8104 0.156
```

Results
E: -885.99624 a.u.
Net charge: 0
HOMO level: -7.602 eV
Relative energy (zero: lowest compared OMol25 entry of this formula, charge and spin): 1377.2 kJ/mol
LUMO energy: 0.85 eV
Kohn-Sham gap: 8.453 eV

---

4.
Below is a cluster of 2 separate species, C2H2FN3O in total in a non-equilibrium geometry, with properties calculated with the ωB97M-V functional and the def2-TZVPD basis.

XYZ file:
```
9
Properties=species:S:1:pos:R:3:lowdin_charge:R:1
C 1.1944 0.8302 -0.8245 -0.175
C -1.2599 -0.2894 0.1821 -0.441
N 1.4334 -0.0361 -0.0383 -0.104
N -1.7662 0.7647 0.4576 0.185
N 1.9755 -1.0602 0.2812 0.122
O -0.8015 -1.3337 0.0938 0.154
F 0.5055 1.8784 -0.5632 0.068
H -2.6231 1.1050 -0.0066 0.114
H 1.3419 -1.8589 0.4179 0.078
```

Results
E: -416.63598 a.u.
Net charge: 0
HOMO level (alpha / beta): -9.249 / -9.247 eV
Relative energy (zero: lowest compared OMol25 entry of this formula, charge and spin): 318.0 kJ/mol
LUMO energy (alpha / beta): -0.31 / -0.31 eV
Kohn-Sham gap (alpha / beta): 8.941 / 8.935 eV

---

5.
Below is a structure of composition C12H33AgN5O9 in a non-equilibrium geometry, with properties calculated with the ωB97M-V functional and the def2-TZVPD basis.

XYZ file:
```
60
Properties=species:S:1:pos:R:3:lowdin_spin:R:1
Ag 0.0928 0.7283 0.2463 -0.001
N -3.8900 0.2003 -3.1240 -0.024
O -3.8152 -0.6215 -3.9777 0.184
O -5.0060 0.6278 -2.9113 0.206
O -2.8999 0.4934 -2.4045 0.161
N 1.8356 2.0078 4.7891 -0.020
O 1.7886 1.5270 3.6606 0.205
O 2.7581 1.7857 5.4917 0.105
O 1.0296 2.8951 5.0218 0.185
C -3.5072 -3.6755 3.2177 0.000
C -2.4247 -3.2767 2.2010 0.000
C -2.7481 -4.0131 0.8640 0.000
O -1.5145 -4.0590 0.0860 0.000
C -1.5060 -5.0989 -0.8496 0.000
N -2.2641 -1.8248 2.0320 0.000
H -3.3926 -3.0586 4.1090 0.000
H -3.4209 -4.7367 3.4513 0.000
H -4.5047 -3.4774 2.8253 0.000
H -1.4371 -3.5610 2.5643 0.000
H -3.5229 -3.6243 0.2032 0.000
H -3.0150 -5.0299 1.1520 0.000
H -1.5348 -6.0665 -0.3486 0.000
H -0.5880 -5.1031 -1.4372 0.000
H -2.3535 -4.9513 -1.5190 0.000
H -2.3206 -1.5043 2.9882 0.000
H -3.1722 -1.5956 1.6539 0.000
C -1.2964 6.1846 0.9994 0.000
C -0.7546 4.9523 0.3200 0.000
C 0.7735 5.1135 0.0295 0.000
O 1.4737 3.8706 -0.1193 0.000
C 2.7728 4.0237 -0.5783 0.000
N -1.0251 3.8220 1.1885 0.000
H -2.3312 6.0565 1.3172 0.000
H -1.1922 7.0519 0.3475 0.000
H -0.7223 6.4210 1.8953 0.000
H -1.2527 4.7062 -0.6178 0.000
H 1.3373 5.6680 0.7797 0.000
H 0.7655 5.7498 -0.8554 0.000
H 3.2592 3.0855 -0.8456 0.000
H 3.3859 4.4164 0.2328 0.000
H 2.8014 4.6499 -1.4700 0.000
H -0.6375 4.0194 2.1001 0.000
H -2.0293 3.8536 1.2919 0.000
C 3.7796 -3.4014 -1.2498 0.000
C 3.2415 -1.9951 -1.3741 0.000
C 2.6711 -1.5491 -2.7338 0.000
O 1.8782 -0.3628 -2.5774 0.000
C 1.6294 0.3013 -3.8196 0.000
N 2.2278 -1.9406 -0.3711 0.000
H 3.0066 -4.1152 -1.5346 0.000
H 4.1513 -3.6745 -0.2622 0.000
H 4.6217 -3.5038 -1.9343 0.000
H 4.0989 -1.3715 -1.1206 0.000
H 2.0947 -2.3545 -3.1890 0.000
H 3.4652 -1.3863 -3.4624 0.000
H 1.1040 -0.3176 -4.5470 0.000
H 2.5783 0.6831 -4.1962 0.000
H 1.0828 1.2356 -3.6918 0.000
H 2.7101 -2.1043 0.5011 0.000
H 1.6637 -2.7756 -0.4385 0.000
```

Results
E: -1574.38137 a.u.
Net charge: 0
HOMO level (alpha / beta): -9.704 / -6.322 eV
Relative energy (zero: lowest compared OMol25 entry of this formula, charge and spin): 539.3 kJ/mol
2S+1: 2
LUMO energy (alpha / beta): -1.71 / -4.84 eV
Kohn-Sham gap (alpha / beta): 7.991 / 1.487 eV

---

6.
Below is the ion C17H28NO4 with charge +1, with properties calculated with the ωB97M-V functional and the def2-TZVPD basis.

XYZ file:
```
50
Properties=species:S:1:pos:R:3:lowdin_charge:R:1
C 5.9271 1.7036 0.1840 -0.068
O 4.7134 1.2166 -0.3461 -0.094
C 4.3007 -0.0333 0.0010 -0.230
C 4.9489 -0.8491 0.9235 -0.006
C 4.4387 -2.0971 1.2350 -0.065
C 3.2801 -2.5548 0.6349 -0.077
C 2.6389 -1.7528 -0.2918 -0.042
C 3.1336 -0.5005 -0.6226 -0.141
C 2.3895 0.3561 -1.6159 -0.119
O 1.0701 0.6626 -1.1670 -0.153
C 1.0287 1.5189 -0.0435 -0.137
C -0.2625 1.1727 0.7019 -0.295
O -0.2674 -0.1858 1.0555 -0.013
C -1.4800 1.4467 -0.2271 -0.044
N -2.5518 0.5006 0.1424 -0.078
C -3.3885 1.0598 1.2281 -0.104
C -4.3330 0.0127 1.7955 -0.153
C -5.2272 -0.5129 0.6812 -0.178
C -4.3549 -1.0741 -0.4340 -0.134
C -3.3657 -0.0402 -0.9807 -0.218
C -2.4486 -0.7291 -2.0058 -0.187
O -1.5390 -1.5292 -1.2842 -0.036
H 5.8760 1.8094 1.2717 0.099
H 6.7676 1.0581 -0.0841 0.102
H 6.0681 2.6844 -0.2667 0.098
H 5.8526 -0.5166 1.4075 0.107
H 4.9560 -2.7135 1.9538 0.111
H 2.8846 -3.5279 0.8791 0.105
H 1.7419 -2.1044 -0.7838 0.114
H 2.9427 1.2777 -1.8162 0.131
H 2.2384 -0.1854 -2.5530 0.139
H 1.8860 1.3369 0.6132 0.141
H 1.0334 2.5721 -0.3523 0.147
H -0.3350 1.7474 1.6299 0.157
H 0.2213 -0.6656 0.3642 0.089
H -1.1519 1.2576 -1.2470 0.119
H -1.8260 2.4758 -0.1431 0.149
H -1.9948 -0.3069 0.5270 0.161
H -2.7234 1.4324 2.0079 0.140
H -3.9590 1.8969 0.8168 0.147
H -4.9292 0.4649 2.5871 0.127
H -3.7589 -0.8054 2.2339 0.129
H -5.8841 -1.2943 1.0594 0.122
H -5.8551 0.2926 0.2966 0.123
H -4.9823 -1.4178 -1.2562 0.131
H -3.7881 -1.9306 -0.0633 0.133
H -3.8967 0.7927 -1.4517 0.173
H -3.0753 -1.3366 -2.6686 0.137
H -1.9158 -0.0015 -2.6321 0.126
H -1.0439 -2.0836 -1.8946 0.115
```

Results
E: -1020.06077 a.u.
Net charge: +1
HOMO level: -10.963 eV
Relative energy (zero: lowest compared OMol25 entry of this formula, charge and spin): 15.2 kJ/mol
LUMO energy: -2.03 eV
SMILES: COc1ccccc1COC[C@H](O)C[N@H+]1CCCC[C@@H]1CO
Kohn-Sham gap: 8.931 eV

---

7.
Below is a cluster of 2 separate species, C3H4INO in total in a non-equilibrium geometry, with properties calculated with the ωB97M-V functional and the def2-TZVPD basis.

XYZ file:
```
10
Properties=species:S:1:pos:R:3:lowdin_charge:R:1
C 1.2575 0.0290 0.2511 -0.684
C 0.3205 -1.8713 -1.1050 -0.028
C -1.4025 1.7756 0.6601 -0.197
N 0.9135 -0.9965 -0.3661 -0.194
O -1.0077 1.7612 1.7780 -0.027
I 2.9108 0.1381 1.4458 0.782
H -0.2852 -2.6615 -0.6622 0.067
H 0.3964 -1.6973 -2.2485 0.105
H -2.4594 1.4649 0.4341 0.084
H -0.6439 2.0577 -0.1873 0.092
```

Results
E: -544.25868 a.u.
Net charge: 0
HOMO level (alpha / beta): -8.149 / -8.149 eV
Relative energy (zero: lowest compared OMol25 entry of this formula, charge and spin): 326.2 kJ/mol
LUMO energy (alpha / beta): -0.26 / -0.26 eV
Kohn-Sham gap (alpha / beta): 7.887 / 7.887 eV